[1]
Formula: C22H19FNO6S2
Source: the Open Molecules 2025 dataset
Level of theory: ωB97M-V with the def2-TZVPD basis set

```
! RIJCOSX wB97M-V def2-TZVPD def2/J DEFGRID3
* xyz -1 1
C 3.32052 -1.54862 4.89652
C 2.88128 -1.88309 3.51572
C 1.54841 -1.20123 3.12365
C 0.40986 -2.21768 2.99525
C -0.80232 -2.09040 3.87424
C -1.22046 -0.87568 4.44840
C -2.46663 -0.75697 5.05511
C -3.32483 -1.85544 5.09816
C -2.91574 -3.07170 4.53656
C -1.67702 -3.19461 3.93035
O 0.44733 -3.09666 2.15080
O 3.52049 -2.55859 2.73506
H 2.68923 -0.76535 5.33269
H 3.27050 -2.46779 5.48534
H 4.35181 -1.19969 4.84502
H 1.32539 -0.39692 3.83467
H -0.57673 -0.00082 4.35323
H -2.77251 0.20477 5.47652
H -4.29536 -1.76766 5.56952
H -3.58011 -3.93812 4.56670
H -1.37805 -4.11383 3.41872
C -3.25484 -2.84028 -0.00526
C -2.71673 -2.63998 -1.28171
C -1.76546 -1.64338 -1.49499
C -1.32443 -0.85836 -0.43090
S -0.26082 0.55354 -0.79917
N 1.21552 -0.09501 -1.01102
F 1.80697 -0.61236 1.91972
S 2.53444 0.83876 -0.87663
C 3.89424 -0.33636 -0.67508
C 4.58074 -0.46933 0.54016
C 5.72090 -1.27287 0.60575
C 6.21942 -1.88327 -0.55125
C 5.56635 -1.69098 -1.77759
C 4.41321 -0.91087 -1.83836
O 2.79512 1.47001 -2.14748
O 2.62467 1.61293 0.34048
O -0.75395 1.05365 -2.06449
O -0.40395 1.34522 0.39629
C -1.92248 -0.99743 0.83103
C -2.88226 -1.98931 1.03773
H -3.99022 -3.62806 0.17448
H -3.06124 -3.24050 -2.12577
H -1.38387 -1.43021 -2.48931
H 4.24769 0.06789 1.42244
H 6.22713 -1.41456 1.56434
H 7.12325 -2.49330 -0.50034
H 5.96042 -2.13193 -2.69496
H 3.92509 -0.70435 -2.78524
H -1.67247 -0.30103 1.62655
H -3.36038 -2.08641 2.01428
*
```

Results
- lowest unoccupied orbital energy (eV) = 1.8
- total energy (Eh) = -2252.1875
- HOMO-LUMO gap (eV) = 6.8
- HOMO energy (Eh) = -0.18683
- energy relative to the best compared isomer or geometry (same formula, charge and spin) (kcal per mole) = 0.0

[2]
Formula: C15H29CeI2N2O4P2
Source: the Open Molecules 2025 dataset
Level of theory: ωB97M-V with the def2-TZVPD basis set

```
! RIJCOSX wB97M-V def2-TZVPD def2/J DEFGRID3
* xyz 2 2
I -4.09268 0.03140 -5.06817
I -1.59336 0.32850 -5.88457
Ce -1.31827 -0.02377 -0.90305
P -1.00451 -2.62201 -2.50234
C -1.24144 -3.92126 -1.22450
C -2.03685 -3.27902 -3.86428
H -2.03460 -4.37798 -3.84738
H 0.69113 -4.12213 -3.44584
H -1.65149 -2.89636 -4.81414
H 0.95431 -2.41200 -3.91725
H -2.02463 -3.61114 -0.52063
H -3.05502 -2.89155 -3.74679
C 0.67128 -3.08092 -3.09441
H -1.53297 -4.85752 -1.71789
H 1.38879 -2.96242 -2.27249
H -0.30804 -4.07124 -0.66626
P -1.18810 2.89684 -1.80967
C -1.23637 4.36301 -0.71933
C 0.39783 3.22287 -2.66403
H -2.22896 2.82879 -4.01216
H -2.27303 4.50042 -3.31277
H -3.39233 3.22738 -2.73910
C -2.37769 3.42663 -3.10224
H 0.49531 2.55353 -3.52819
H 0.42456 4.27059 -3.00068
H -0.93723 5.26388 -1.27867
H -0.54486 4.22543 0.12138
H 1.23376 3.04817 -1.97255
H -2.24633 4.50995 -0.32061
C -1.98941 1.63791 0.65764
O -2.32934 2.25555 1.58539
C 0.94042 0.88041 4.89172
C 0.97829 0.77799 3.37802
C 1.63185 -0.54378 2.86058
C 3.07867 -0.74024 3.34980
C 4.00464 0.42210 3.04788
C 0.81770 -1.75034 3.31975
O 1.10754 -2.52251 4.21780
N -0.37899 -1.93933 2.60478
C -0.68868 -1.28891 1.45000
O -1.83830 -1.42459 0.88600
N 0.22833 -0.52806 0.83827
C 1.54880 -0.52075 1.33580
O 2.47916 -0.42153 0.54899
H 0.63448 -0.06495 5.35295
H 0.21356 1.64611 5.18052
H 1.92144 1.16475 5.28575
H -0.02871 0.85675 2.94613
H 1.55307 1.60552 2.93979
H 3.06357 -0.95246 4.42901
H 3.45763 -1.64282 2.84325
H 3.70861 1.34091 3.56309
H 5.01943 0.15347 3.36780
H 4.01274 0.58411 1.96643
H -1.08473 -2.55338 2.98148
*
```

Results
- lowest unoccupied orbital energy (alpha / beta) (eV) = -8.1 / -8.1
- total energy (Eh) = -2752.2130
- HOMO-LUMO gap (alpha / beta) (eV) = 6.7 / 6.8
- HOMO energy (alpha / beta) (Eh) = -0.54599 / -0.54599

[3]
Formula: H12O6
Source: the Open Molecules 2025 dataset
Level of theory: ωB97M-V with the def2-TZVPD basis set

```
! RIJCOSX wB97M-V def2-TZVPD def2/J DEFGRID3
* xyz 0 1
O -0.42461 2.46785 1.12662
H -1.01584 3.04910 1.61540
H -0.47359 2.77834 0.21642
O 0.58416 -2.52197 1.57438
H 0.07327 -1.82348 1.12524
H 1.22586 -2.82048 0.92578
O 2.03863 1.93088 3.07371
H 1.22344 1.74844 2.59278
H 1.75220 2.27063 3.92564
O -1.58940 -2.55269 -2.40651
H -1.67690 -1.63384 -2.13261
H -1.92873 -2.58014 -3.30550
O 0.48615 -0.05624 -2.43791
H 0.96422 -0.70848 -2.95991
H 0.17893 0.59672 -3.07347
O -0.64768 -0.34022 0.24014
H -0.17907 -0.39374 -0.60449
H -0.59106 0.58931 0.50430
*
```

Results
- SMILES string = O.O.O.O.O.O
- lowest unoccupied orbital energy (eV) = 0.0
- total energy (Eh) = -458.6265
- HOMO-LUMO gap (eV) = 10.2
- HOMO energy (Eh) = -0.37506
- energy relative to the best compared isomer or geometry (same formula, charge and spin) (kcal per mole) = 28.9

[4]
Formula: C49H38NPSSiTi
Source: the Open Molecules 2025 dataset
Level of theory: ωB97M-V with the def2-TZVPD basis set

```
! RIJCOSX wB97M-V def2-TZVPD def2/J DEFGRID3
* xyz 1 2
Ti 0.10664 -0.80175 0.18668
S 4.35020 -1.87955 1.03630
C 4.23362 -2.16480 -0.67432
C 5.24612 -2.46891 -1.57637
C 4.90096 -2.63879 -2.90365
C 3.57281 -2.51295 -3.32256
C 2.56791 -2.21358 -2.42505
C 2.90429 -2.03595 -1.08474
N 2.02540 -1.72272 -0.05156
C 2.64311 -1.61260 1.11158
C 1.92783 -1.25496 2.33094
C 2.57879 -1.22942 3.56844
C 1.86208 -0.92372 4.70822
C 0.50024 -0.64832 4.61714
C -0.13672 -0.64427 3.38426
C 0.55824 -0.92698 2.20751
H 6.27222 -2.56840 -1.24991
H 5.66931 -2.87487 -3.62672
H 3.33185 -2.65842 -4.36688
H 1.53567 -2.13698 -2.74215
H 3.63483 -1.46413 3.64169
H 2.35611 -0.91282 5.67039
H -0.06308 -0.43412 5.51663
H -1.20089 -0.42802 3.34388
C -2.73506 4.25646 0.58833
C -1.73742 4.67665 -0.28146
C -0.58473 3.92184 -0.43648
C -0.42801 2.74173 0.28538
C -1.43056 2.32589 1.16322
C -2.57917 3.08602 1.31583
P 0.97847 1.62956 0.04814
C 1.71850 2.02144 -1.55752
C 1.40421 1.19667 -2.63562
C 1.92264 1.45523 -3.89582
C 2.76293 2.54247 -4.08098
C 3.08344 3.37026 -3.01164
C 2.56484 3.11288 -1.75285
C 2.23257 2.00022 1.30192
C 1.85446 2.45996 2.56021
C 2.80378 2.58926 3.56258
C 4.12791 2.25554 3.31652
C 4.50785 1.79219 2.06483
C 3.56344 1.65936 1.05786
H -3.63918 4.84090 0.69520
H -1.86062 5.59071 -0.84681
H 0.18166 4.24108 -1.13122
H -1.31367 1.40203 1.72329
H -3.35997 2.75873 1.99024
H 0.74069 0.34596 -2.49656
H 1.67433 0.80861 -4.72693
H 3.17178 2.74687 -5.06147
H 3.73925 4.21762 -3.16032
H 2.82257 3.75291 -0.91830
H 0.82137 2.72036 2.75590
H 2.50810 2.95224 4.53794
H 4.86688 2.36032 4.09990
H 5.54068 1.53447 1.86920
H 3.86328 1.29348 0.08290
C -0.28685 -4.41544 -2.67614
C 0.00297 -4.18524 -1.34334
C -0.71561 -3.21186 -0.65262
C -1.74727 -2.48089 -1.26630
C -2.01403 -2.72674 -2.61700
C -1.29345 -3.68622 -3.30974
Si -2.44746 -1.13179 -0.15440
C -3.48762 -1.82126 1.24168
C -3.66916 -3.19106 1.43682
C -4.38002 -3.66675 2.53061
C -4.92100 -2.77720 3.44760
C -4.75235 -1.41060 3.26775
C -4.03957 -0.93889 2.17575
C -3.36031 0.20542 -1.10556
C -2.64706 1.07041 -1.94118
C -3.27887 2.09492 -2.62745
C -4.64838 2.27866 -2.48266
C -5.37575 1.43252 -1.65848
C -4.73628 0.40354 -0.97770
H 0.26226 -5.16815 -3.22632
H 0.77398 -4.75581 -0.84074
H -0.55502 -3.11718 0.43388
H -2.79305 -2.16587 -3.11882
H -1.52204 -3.88306 -4.34934
H -3.25707 -3.89649 0.72369
H -4.51598 -4.73208 2.66395
H -5.47752 -3.14685 4.29862
H -5.17926 -0.71397 3.97791
H -3.92091 0.13173 2.03991
H -1.57160 0.95023 -2.05282
H -2.70518 2.75354 -3.26740
H -5.14715 3.07948 -3.01276
H -6.44350 1.57003 -1.54711
H -5.31469 -0.25000 -0.33547
*
```

Results
- lowest unoccupied orbital energy (alpha / beta) (eV) = -2.9 / -3.0
- total energy (Eh) = -3823.1307
- HOMO-LUMO gap (alpha / beta) (eV) = 7.0 / 6.8
- HOMO energy (alpha / beta) (Eh) = -0.36487 / -0.35892